Record 1
This record from the OMol25 dataset describes C43H64BInN6P2 as an isolated structure in a non-equilibrium geometry. The level of theory is ωB97M-V with the def2-TZVPD basis set.

```
117
Properties=species:S:1:pos:R:3:lowdin_charge:R:1
In -1.259 0.355 -0.787 1.063
C -4.341 0.951 0.307 -0.150
C -4.950 -0.436 0.507 -0.100
C -4.088 -1.652 0.293 -0.282
C -4.450 -2.838 0.933 0.003
C -3.794 -4.012 0.619 -0.015
C -2.816 -3.980 -0.367 -0.028
C -2.480 -2.757 -0.913 -0.142
N -3.072 -1.613 -0.572 0.062
N -3.650 1.197 -0.966 -0.212
C -4.347 0.641 -2.115 -0.121
C -3.449 0.471 -3.306 -0.246
C -3.994 0.366 -4.581 0.018
C -3.156 0.115 -5.651 -0.008
C -1.795 -0.041 -5.414 -0.011
C -1.340 0.080 -4.116 -0.101
N -2.145 0.338 -3.089 0.047
C -3.478 2.640 -1.154 -0.114
C -2.614 3.230 -0.073 -0.263
C -2.896 4.442 0.542 0.024
C -2.051 4.902 1.541 -0.003
C -0.952 4.135 1.901 -0.009
C -0.737 2.947 1.229 -0.143
N -1.547 2.516 0.269 0.031
H -3.608 1.133 1.098 0.112
H -5.159 1.675 0.428 0.145
H -5.819 -0.551 -0.149 0.133
H -5.342 -0.470 1.525 0.135
H -5.239 -2.823 1.666 0.126
H -4.047 -4.934 1.118 0.124
H -2.315 -4.876 -0.693 0.121
H -1.704 -2.673 -1.669 0.117
H -5.229 1.235 -2.390 0.154
H -4.681 -0.369 -1.870 0.123
H -5.057 0.486 -4.723 0.130
H -3.554 0.044 -6.651 0.127
H -1.112 -0.245 -6.221 0.122
H -0.292 -0.042 -3.869 0.104
H -4.449 3.159 -1.178 0.147
H -2.980 2.801 -2.120 0.142
H -3.763 5.011 0.247 0.128
H -2.250 5.843 2.027 0.127
H -0.281 4.456 2.681 0.124
H 0.117 2.311 1.431 0.088
C 1.255 -4.175 3.607 -0.074
C 1.983 -2.864 3.279 -0.684
C 2.542 -2.194 4.538 -0.100
C 3.171 -3.151 2.348 -0.090
P 0.946 -1.552 2.352 1.197
C 0.111 -2.646 1.043 -0.251
N 0.619 -2.206 -0.239 -0.023
B 0.587 -0.924 -0.801 -0.670
N 1.638 -0.732 -1.703 -0.017
C 2.190 0.492 -2.250 -0.259
P 1.922 1.880 -0.991 1.147
C 3.575 1.815 -0.025 -0.676
C 3.528 0.457 0.684 -0.120
C 3.523 2.921 1.031 -0.093
C 4.896 1.910 -0.788 -0.074
C 1.874 3.447 -2.080 -0.692
C 0.871 3.185 -3.207 -0.107
C 1.290 4.550 -1.190 -0.099
C 3.200 3.913 -2.671 -0.074
C 2.289 -1.966 -1.777 -0.163
C 3.339 -2.385 -2.575 0.000
C 3.727 -3.710 -2.495 -0.068
C 3.092 -4.599 -1.637 -0.066
C 2.052 -4.188 -0.823 -0.027
C 1.659 -2.862 -0.894 -0.171
C -0.500 -0.946 3.473 -0.679
C 0.111 0.261 4.193 -0.110
C -1.637 -0.421 2.594 -0.117
C -1.093 -1.917 4.484 -0.077
H 1.653 -4.593 4.529 0.093
H 1.407 -4.919 2.826 0.077
H 0.186 -4.037 3.744 0.053
H 3.336 -2.807 4.963 0.093
H 1.779 -2.058 5.300 0.064
H 2.966 -1.221 4.285 0.080
H 3.858 -3.838 2.839 0.099
H 3.715 -2.237 2.116 0.072
H 2.862 -3.607 1.410 0.049
H -0.970 -2.517 1.083 0.059
H 0.358 -3.694 1.196 0.083
H 1.705 0.748 -3.196 0.070
H 3.256 0.346 -2.433 0.084
H 2.594 0.335 1.236 0.017
H 4.349 0.386 1.395 0.094
H 3.629 -0.370 -0.017 0.079
H 2.570 2.914 1.562 0.065
H 3.671 3.903 0.586 0.070
H 4.316 2.770 1.761 0.095
H 4.936 1.255 -1.654 0.073
H 5.695 1.599 -0.116 0.095
H 5.120 2.922 -1.103 0.066
H -0.009 2.647 -2.830 0.052
H 1.321 2.621 -4.020 0.079
H 0.537 4.135 -3.619 0.095
H 0.275 4.295 -0.884 0.055
H 1.251 5.487 -1.743 0.096
H 1.888 4.714 -0.299 0.066
H 3.748 3.098 -3.136 0.083
H 3.823 4.377 -1.912 0.075
H 3.004 4.666 -3.432 0.094
H 3.828 -1.715 -3.262 0.113
H 4.531 -4.059 -3.120 0.110
H 3.413 -5.626 -1.599 0.111
H 1.554 -4.894 -0.177 0.113
H 0.677 0.875 3.492 0.056
H 0.783 -0.059 4.984 0.073
H -0.664 0.881 4.639 0.089
H -2.357 0.108 3.219 0.101
H -2.176 -1.227 2.097 0.057
H -1.246 0.277 1.850 0.019
H -0.342 -2.294 5.169 0.071
H -1.581 -2.754 3.989 0.079
H -1.845 -1.393 5.074 0.093
```

Properties
Gap between HOMO and LUMO: 7.2 eV
Lowest unoccupied orbital energy: -5.04 eV
Charge: +2
Energy: -2902.7828 Eh
Energy above the lowest of the compared OMol25 structures with the same formula, charge and spin: 21.6 kcal per mole
HOMO energy: -0.4517 Eh

Record 2
This record from the OMol25 dataset describes C43H64BrN4OP2SSiTl as an isolated structure. The level of theory is ωB97M-V with the def2-TZVPD basis set.

```
118
Properties=species:S:1:pos:R:3:lowdin_charge:R:1
Tl -1.746 -0.967 -1.039 0.632
C 1.237 -1.452 1.992 -0.172
Si 1.916 -0.024 1.021 0.653
C 3.746 -0.268 0.684 -0.288
C 4.917 -0.239 1.440 -0.059
C 6.136 -0.422 0.806 -0.039
C 6.206 -0.619 -0.576 -0.039
C 5.053 -0.663 -1.340 -0.069
C 3.832 -0.510 -0.690 -0.367
P 2.139 -0.466 -1.298 1.107
C 2.140 0.814 -2.616 -0.384
C 2.368 2.212 -2.029 -0.197
C 2.535 3.193 -3.187 -0.166
C 1.252 3.310 -4.032 -0.170
C 0.296 2.132 -3.808 -0.196
C 1.005 0.785 -3.672 -0.164
C 1.516 -2.010 -2.074 -0.437
C 2.397 -2.556 -3.215 -0.163
C 3.537 -3.462 -2.750 -0.182
C 3.049 -4.554 -1.806 -0.181
C 2.335 -3.934 -0.609 -0.188
C 1.137 -3.115 -1.080 -0.234
C 1.611 1.670 1.739 -0.289
C 2.738 2.474 1.948 -0.084
C 2.661 3.616 2.731 -0.047
C 1.465 3.945 3.349 -0.039
C 0.333 3.174 3.130 -0.094
C 0.374 2.059 2.297 -0.360
P -1.058 1.106 1.683 1.054
C -2.260 0.674 3.045 -0.413
C -2.331 -0.859 3.249 -0.225
C -1.515 -1.285 4.464 -0.196
C -2.156 -0.730 5.745 -0.180
C -2.816 0.636 5.494 -0.182
C -2.073 1.389 4.393 -0.208
C -2.091 2.252 0.642 -0.459
C -2.892 3.412 1.259 -0.172
C -2.151 4.745 1.347 -0.184
C -1.491 5.116 0.025 -0.182
C -0.553 4.004 -0.431 -0.188
C -1.324 2.697 -0.610 -0.249
H 1.472 -1.216 3.036 0.055
H 1.755 -2.377 1.745 0.034
H 0.162 -1.593 1.916 -0.002
H 4.887 -0.061 2.508 0.118
H 7.051 -0.399 1.382 0.118
H 7.172 -0.737 -1.048 0.119
H 5.114 -0.816 -2.411 0.115
H 3.074 0.539 -3.126 0.113
H 3.261 2.211 -1.400 0.117
H 1.530 2.501 -1.387 0.090
H 3.360 2.835 -3.810 0.119
H 2.838 4.172 -2.817 0.118
H 1.512 3.389 -5.088 0.115
H 0.725 4.232 -3.780 0.107
H -0.411 2.074 -4.641 0.114
H -0.294 2.320 -2.910 0.070
H 1.445 0.515 -4.634 0.127
H 0.262 0.010 -3.464 0.071
H 0.588 -1.660 -2.538 0.012
H 2.779 -1.741 -3.836 0.108
H 1.730 -3.136 -3.862 0.127
H 4.304 -2.880 -2.235 0.086
H 4.016 -3.899 -3.628 0.123
H 3.890 -5.163 -1.473 0.120
H 2.361 -5.225 -2.331 0.123
H 3.039 -3.297 -0.062 0.108
H 2.000 -4.707 0.086 0.120
H 0.594 -2.696 -0.227 0.050
H 0.441 -3.782 -1.602 0.108
H 3.689 2.202 1.509 0.095
H 3.538 4.232 2.877 0.117
H 1.407 4.812 3.993 0.120
H -0.594 3.459 3.605 0.094
H -3.220 0.990 2.623 0.100
H -2.016 -1.384 2.341 0.056
H -3.375 -1.147 3.412 0.117
H -0.494 -0.904 4.365 0.096
H -1.432 -2.372 4.517 0.113
H -1.396 -0.637 6.523 0.113
H -2.900 -1.433 6.120 0.112
H -2.831 1.223 6.412 0.116
H -3.861 0.506 5.197 0.116
H -1.013 1.434 4.658 0.106
H -2.422 2.421 4.322 0.106
H -2.837 1.511 0.313 0.053
H -3.290 3.129 2.236 0.098
H -3.767 3.564 0.616 0.124
H -1.384 4.710 2.120 0.086
H -2.857 5.521 1.649 0.121
H -0.946 6.055 0.127 0.118
H -2.259 5.278 -0.739 0.121
H 0.250 3.875 0.303 0.106
H -0.077 4.276 -1.376 0.103
H -0.649 1.891 -0.925 0.042
H -2.048 2.847 -1.423 0.120
O -5.061 -5.424 2.846 0.121
C -4.325 -4.662 2.034 -0.292
C -3.018 -4.969 1.651 0.028
C -2.363 -4.100 0.808 -0.115
N -2.911 -2.974 0.335 -0.086
C -4.150 -2.715 0.716 -0.731
Br -4.905 -1.102 0.035 0.773
C -4.914 -3.495 1.551 -0.018
H -4.585 -6.217 3.122 0.133
H -2.526 -5.867 2.001 0.128
H -1.349 -4.309 0.488 0.113
H -5.924 -3.231 1.826 0.129
N -3.018 0.033 -3.521 -0.005
N -3.052 -0.778 -4.656 -0.075
C -2.667 -2.072 -4.632 -0.843
N -2.820 -2.732 -5.784 0.111
S -2.033 -2.871 -3.288 0.586
H -3.964 0.294 -3.258 0.101
H -2.482 0.871 -3.720 0.082
H -3.490 -0.413 -5.490 0.158
H -3.229 -2.319 -6.606 0.121
H -2.560 -3.702 -5.815 0.106
```

Properties
Gap between HOMO and LUMO: 8.2 eV
Lowest unoccupied orbital energy: -4.30 eV
Charge: +2
Energy: -6087.6937 Eh
Energy above the lowest of the compared OMol25 structures with the same formula, charge and spin: 4.6 kcal per mole
HOMO energy: -0.4606 Eh

Record 3
This record from the OMol25 dataset describes a 9-piece molecular cluster, C43H64F3N10OP overall in a non-equilibrium geometry. The level of theory is ωB97M-V with the def2-TZVPD basis set.

```
122
Properties=species:S:1:pos:R:3:lowdin_charge:R:1
H -2.798 2.787 -0.652 0.033
N -3.018 1.853 -1.003 0.098
C -1.939 1.211 -1.230 -0.291
C -1.968 -0.207 -1.708 -0.226
P -1.314 -0.616 -3.400 0.813
N -0.960 1.202 -3.621 -0.171
C -2.417 -0.526 -4.867 -0.309
C -3.720 -1.324 -4.902 -0.130
C 0.466 -1.026 -3.684 -0.279
C 1.203 -1.015 -2.327 -0.272
C 2.360 -2.013 -2.188 -0.257
C 3.228 -1.673 -0.976 -0.104
C -1.572 -2.526 -3.025 -0.207
C -2.534 -3.146 -2.004 -0.325
O -3.907 -3.084 -2.340 0.001
C -2.246 -4.635 -1.841 -0.632
F -0.990 -4.813 -1.381 0.126
F -3.053 -5.222 -0.989 0.182
F -2.315 -5.309 -2.991 0.158
H -0.952 1.630 -0.988 0.104
H -1.344 -0.809 -1.031 0.077
H -2.996 -0.575 -1.602 0.089
H -0.089 1.471 -3.161 0.020
H -0.811 1.425 -4.604 0.025
H -2.666 0.533 -4.992 0.077
H -1.777 -0.800 -5.721 0.101
H -3.576 -2.407 -4.926 0.067
H -4.278 -1.042 -5.805 0.080
H -4.363 -1.078 -4.052 0.065
H 0.904 -0.281 -4.359 0.087
H 0.560 -2.005 -4.171 0.090
H 0.500 -1.216 -1.507 0.079
H 1.596 -0.002 -2.143 0.113
H 2.957 -2.009 -3.112 0.115
H 1.934 -3.020 -2.071 0.110
H 3.741 -0.715 -1.142 0.078
H 2.613 -1.592 -0.069 0.064
H 4.008 -2.425 -0.816 0.054
H -1.750 -3.044 -3.980 0.097
H -0.578 -2.866 -2.698 0.070
H -2.349 -2.741 -0.995 0.145
H -4.240 -2.190 -2.208 0.079
C 1.636 1.652 2.544 -0.116
C 0.650 1.161 1.644 -0.119
C -0.510 1.847 1.895 -0.145
N -0.263 2.725 2.913 0.017
C 1.039 2.617 3.314 -0.134
H 2.664 1.333 2.611 0.092
H 0.781 0.398 0.892 0.081
H -1.483 1.784 1.438 0.090
H -0.935 3.358 3.307 0.148
H 1.424 3.237 4.104 0.101
C 8.442 -3.336 -1.017 -0.126
C 7.595 -4.407 -1.415 -0.113
C 6.507 -4.395 -0.584 -0.147
N 6.663 -3.359 0.296 0.002
C 7.838 -2.708 0.041 -0.138
H 9.387 -3.062 -1.457 0.089
H 7.771 -5.106 -2.215 0.090
H 5.639 -5.031 -0.544 0.106
H 6.014 -3.114 1.022 0.142
H 8.144 -1.859 0.628 0.106
C 2.479 -3.386 4.231 -0.115
C 1.925 -3.935 3.043 -0.114
C 0.997 -3.041 2.577 -0.149
N 0.968 -1.977 3.436 0.009
C 1.865 -2.180 4.448 -0.144
H 3.233 -3.830 4.860 0.088
H 2.174 -4.879 2.587 0.089
H 0.355 -3.074 1.713 0.101
H 0.371 -1.173 3.343 0.128
H 1.989 -1.456 5.235 0.104
C -5.272 5.911 -0.048 -0.100
C -4.585 7.133 -0.286 -0.107
C -3.249 6.894 -0.117 -0.141
N -3.100 5.574 0.215 -0.004
C -4.330 4.968 0.258 -0.150
H -6.334 5.742 -0.098 0.094
H -5.025 8.080 -0.554 0.091
H -2.397 7.545 -0.206 0.105
H -2.220 5.128 0.398 0.132
H -4.438 3.925 0.503 0.081
C -7.885 0.931 0.248 -0.111
C -7.415 0.967 1.588 -0.118
C -6.069 1.229 1.540 -0.153
N -5.711 1.354 0.227 0.002
C -6.808 1.176 -0.565 -0.141
H -8.895 0.749 -0.080 0.089
H -8.001 0.810 2.478 0.070
H -5.341 1.333 2.326 0.098
H -4.781 1.549 -0.115 0.062
H -6.732 1.242 -1.637 0.105
C -9.875 0.256 6.717 -0.113
C -8.691 -0.049 7.444 -0.115
C -7.629 0.361 6.683 -0.145
N -8.126 0.901 5.528 0.000
C -9.492 0.840 5.539 -0.145
H -10.890 0.066 7.024 0.088
H -8.628 -0.515 8.412 0.088
H -6.570 0.314 6.865 0.102
H -7.573 1.282 4.783 0.126
H -10.073 1.216 4.715 0.105
C 10.532 -2.164 -5.655 -0.115
C 9.692 -3.248 -6.032 -0.114
C 8.624 -3.253 -5.175 -0.147
N 8.784 -2.215 -4.300 0.003
C 9.944 -1.548 -4.582 -0.146
H 11.460 -1.873 -6.117 0.088
H 9.856 -3.944 -6.838 0.088
H 7.768 -3.904 -5.113 0.103
H 8.155 -1.994 -3.548 0.129
H 10.251 -0.696 -4.000 0.104
C 5.168 5.936 3.982 -0.111
C 4.857 5.352 2.723 -0.107
C 4.220 4.165 2.967 -0.147
N 4.142 4.006 4.326 -0.001
C 4.716 5.081 4.950 -0.141
H 5.669 6.873 4.155 0.090
H 5.074 5.759 1.750 0.090
H 3.823 3.426 2.294 0.089
H 3.736 3.218 4.797 0.133
H 4.757 5.146 6.024 0.105
```

Properties
Gap between HOMO and LUMO: 8.2 eV
Lowest unoccupied orbital energy: -0.06 eV
Charge: 0
Energy: -2940.5330 Eh
SMILES: [H]/N=C/CP(N)(CC)(CCCC)C[C@@H](O)C(F)(F)F.c1cc[nH]c1.c1cc[nH]c1.c1cc[nH]c1.c1cc[nH]c1.c1cc[nH]c1.c1cc[nH]c1.c1cc[nH]c1.c1cc[nH]c1
HOMO energy: -0.3034 Eh